Entry 1:
Below is 5 unconnected molecules or ions with the total composition C10H29FNO7 in a non-equilibrium geometry, with properties calculated with ωB97M-V with the def2-TZVPD basis set.

```
48
Properties=species:S:1:pos:R:3
F 0.847 -1.182 0.272
C 1.302 3.769 0.573
C 0.835 2.600 1.405
C 1.356 2.532 2.823
O 1.136 1.248 3.353
C 1.697 1.062 4.634
N -0.660 2.462 1.437
H 2.401 3.791 0.568
H 0.946 4.775 0.812
H 1.059 3.606 -0.482
H 1.078 1.670 0.881
H 0.760 3.262 3.408
H 2.417 2.815 2.863
H 0.981 0.515 5.251
H 1.942 1.989 5.162
H 2.589 0.442 4.492
H -0.970 2.715 0.501
H -1.038 3.222 2.010
C -0.961 -3.630 -1.129
C 0.014 -3.813 -2.258
O 1.294 -3.430 -1.766
O -0.868 -4.667 -0.156
H -1.978 -3.528 -1.536
H -0.723 -2.668 -0.655
H -0.246 -3.047 -3.001
H -0.019 -4.837 -2.645
H 1.914 -3.584 -2.484
H -1.710 -4.688 0.304
C -2.646 -0.176 -1.168
C -3.694 -1.244 -0.905
O -3.653 -1.616 0.466
O -2.744 0.887 -0.246
H -2.878 0.178 -2.188
H -1.613 -0.519 -1.177
H -3.501 -2.127 -1.530
H -4.681 -0.858 -1.202
H -4.265 -2.351 0.559
H -3.457 1.496 -0.449
C 2.608 0.491 -1.836
C 1.102 0.618 -2.080
O 0.497 -0.640 -2.100
O 2.868 0.377 -0.449
H 3.213 1.323 -2.235
H 3.012 -0.371 -2.394
H 0.995 1.137 -3.047
H 0.656 1.288 -1.335
H 0.592 -0.995 -1.140
H 2.193 -0.298 -0.182
```

- net charge = -1
- molar mass (g mol⁻¹) = 294.3
- HOMO level (eV) = -5.159

Mulliken population analysis, charges in e, atoms 1 to 8: F -0.88; C -1.56; C 1.69; C -0.90; O -0.26; C -0.83; N -0.55; H 0.39

Entry 2:
Below is a molecular structure, C10H10Cl3GaNO2 in a non-equilibrium geometry, with properties calculated with ωB97M-V with the def2-TZVPD basis set.

```
27
Properties=species:S:1:pos:R:3
C 0.943 -1.370 -1.930
C -0.434 -1.456 -2.291
C -1.133 -2.087 -1.224
C -0.190 -2.381 -0.197
C 1.091 -1.949 -0.637
Ga 0.656 1.097 1.400
C -1.328 1.791 -0.957
C 0.040 1.896 -1.253
C 0.543 2.385 -2.475
N 0.961 1.532 -0.332
H -2.199 -2.301 -1.192
H -0.871 -1.089 -3.220
H -0.409 -2.852 0.761
H 2.028 -2.056 -0.090
H 1.741 -0.952 -2.539
H -2.021 2.073 -1.746
H 1.918 1.419 -0.669
H -1.688 1.277 -0.061
H -0.167 2.635 -3.253
H 1.622 2.462 -2.613
Cl -1.928 1.739 5.439
C -1.264 0.348 4.574
Cl 0.247 -0.222 5.332
Cl -2.445 -0.963 4.460
C -0.819 0.763 3.149
O -0.367 1.948 2.925
O -0.713 -0.134 2.225
```

- net charge = -1
- molar mass (g mol⁻¹) = 352.3
- HOMO level (spin up / spin down) (eV) = -2.610 / -2.620

Mulliken population analysis, charges in e, atoms 1 to 8: C -0.53; C -0.50; C -0.71; C -0.43; C -0.74; Ga -0.02; C -1.14; C 1.29

Entry 3:
Below is 2 unconnected molecules or ions with the total composition C3H5O6P in a non-equilibrium geometry, with properties calculated with ωB97M-V with the def2-TZVPD basis set.

```
15
Properties=species:S:1:pos:R:3
C 2.235 0.739 1.758
C 0.207 0.742 0.277
C 1.330 -0.003 1.051
O 3.289 0.276 2.316
O -2.747 0.006 -2.700
O 1.821 2.020 2.237
O -3.461 -1.797 -0.917
O -2.430 -2.448 -3.242
O -1.241 -2.232 -2.426
P -2.614 -1.315 -2.103
H 0.138 1.727 0.721
H 0.417 0.800 -0.921
H -0.843 0.286 0.324
H 1.691 -0.973 0.510
H 2.208 2.170 3.115
```

- net charge = -2
- molar mass (g mol⁻¹) = 168.0
- HOMO level (eV) = 0.181

Mulliken population analysis, charges in e, atoms 1 to 8: C 0.38; C -0.54; C -0.39; O -0.82; O -0.69; O -0.52; O -0.73; O -0.34

Entry 4:
Below is 10 unconnected molecules or ions with the total composition H20O10, with properties calculated with ωB97M-V with the def2-TZVPD basis set.

```
30
Properties=species:S:1:pos:R:3
O 0.173 0.728 0.220
H 0.091 -0.234 0.243
H 0.891 0.900 -0.404
O 0.315 -1.725 -1.423
H -0.569 -2.093 -1.306
H 0.863 -2.461 -1.720
O 4.326 -0.662 -0.834
H 3.798 0.031 -0.413
H 4.004 -0.679 -1.740
O -2.797 0.416 2.386
H -3.373 1.155 2.164
H -1.909 0.770 2.232
O 2.661 1.700 -1.264
H 3.466 1.952 -1.728
H 2.057 1.362 -1.957
O -0.995 2.697 2.091
H -0.244 2.426 1.546
H -0.712 2.534 2.998
O -1.856 -1.930 0.995
H -2.573 -1.402 0.629
H -1.968 -2.822 0.647
O 0.849 -2.972 2.275
H 0.692 -2.572 1.414
H 0.046 -2.777 2.771
O -2.794 1.496 -0.736
H -2.003 1.330 -0.202
H -3.379 0.755 -0.555
O 0.664 0.704 -2.951
H 0.027 1.426 -2.882
H 0.247 -0.050 -2.497
```

- SMILES = O.O.O.O.O.O.O.O.O.O
- molar mass (g mol⁻¹) = 180.2
- HOMO level (eV) = -11.262

Mulliken population analysis, charges in e, atoms 1 to 8: O -0.40; H 0.25; H 0.25; O -0.61; H 0.30; H 0.27; O -0.63; H 0.35

Entry 5:
Below is C2H5N3OS in the gas phase, with properties calculated with ωB97M-V with the def2-TZVPD basis set.

```
12
Properties=species:S:1:pos:R:3
H -1.960 0.099 1.026
N -1.113 -0.167 1.525
C -0.067 -0.200 0.829
N 1.172 -0.425 1.390
N -0.004 0.030 -0.611
S 1.459 -0.057 -1.486
C -1.147 0.349 -1.356
O -2.276 0.445 -0.937
H 1.053 -0.708 2.338
H 1.806 -0.991 0.886
H 1.969 1.147 -1.167
H -0.891 0.479 -2.437
```

- SMILES = [H]/N=C(/N)N(S)C=O
- molar mass (g mol⁻¹) = 119.1
- HOMO level (eV) = -9.674

Mulliken population analysis, charges in e, atoms 1 to 8: H 0.34; N -0.74; C 0.55; N -0.47; N -0.08; S -0.21; C 0.16; O -0.55

Entry 6:
Below is a molecular structure, C22H27AuFN3O3, with properties calculated with ωB97M-V with the def2-TZVPD basis set.

```
57
Properties=species:S:1:pos:R:3
Au -0.306 0.118 1.576
N -1.736 1.794 2.698
C -0.941 2.079 3.897
C -0.593 0.765 4.584
O -0.641 0.665 5.795
N -0.259 -0.246 3.711
C -0.289 -1.512 4.194
C -2.010 -2.321 3.784
O -2.068 -3.278 4.503
O -2.551 -1.705 2.905
H -2.598 1.318 2.941
H -1.965 2.632 2.179
H -0.012 2.563 3.585
H -1.439 2.718 4.625
H 0.304 -2.234 3.640
H -0.296 -1.630 5.272
C -0.600 -2.802 0.251
C -0.691 -2.640 -1.267
C 0.582 -3.163 -1.943
C -1.113 -1.270 -1.804
C -2.082 -1.291 -2.808
C -2.518 -0.137 -3.428
C -1.987 1.077 -3.032
C -1.022 1.172 -2.031
C -0.560 2.588 -1.682
C 0.889 2.920 -2.053
C -0.851 3.003 -0.240
C -0.590 -0.022 -1.431
N 0.399 0.028 -0.385
C 1.701 0.012 -0.757
C 2.115 -0.085 -2.118
C 3.438 -0.145 -2.474
C 4.433 -0.111 -1.494
C 4.079 -0.008 -0.156
C 2.751 0.060 0.198
F 2.467 0.187 1.497
H -0.592 -3.867 0.494
H -1.450 -2.350 0.768
H 0.317 -2.370 0.657
H -1.496 -3.301 -1.591
H 1.469 -2.632 -1.593
H 0.530 -3.067 -3.030
H 0.716 -4.219 -1.700
H -2.499 -2.247 -3.101
H -3.275 -0.180 -4.201
H -2.332 1.989 -3.506
H -1.183 3.224 -2.312
H 1.603 2.487 -1.350
H 1.025 4.003 -2.027
H 1.139 2.574 -3.057
H -0.214 2.466 0.466
H -1.894 2.802 0.013
H -0.665 4.072 -0.119
H 1.353 -0.124 -2.882
H 3.707 -0.224 -3.519
H 5.477 -0.165 -1.771
H 4.821 0.027 0.630
```

- <S²> = 2.043
- molar mass (g mol⁻¹) = 597.4
- 2S+1 = 3
- HOMO level (spin up / spin down) (eV) = -7.210 / -8.241

Mulliken population analysis, charges in e, atoms 1 to 8: Au 0.57; N -0.57; C -0.67; C 0.60; O -0.65; N -0.15; C -1.04; C 0.80

The calculation returns the following relative energy (zero: lowest compared OMol25 entry of this formula, charge and spin) values, one per record and in order: 15.7 0.0 221.3 220.4 105.8 46.6 kJ/mol.